[1]
ORCA calculation (ωB97M-V with the def2-TZVPD basis set) on a molecular structure, C47H87N3O11S.

Last column: Löwdin charge in e.
Element x y z (Å)
C: -0.74 -2.36 -3.01  -0.095
C: -1.09 -2.59 -4.47  -0.221
C: -2.60 -2.55 -4.80  -0.136
C: -3.35 -1.67 -3.82  -0.153
C: -3.41 -0.31 -3.94  -0.124
C: -2.76 0.42 -5.08  0.002
C: -4.07 0.48 -2.93  -0.187
O: -4.05 1.84 -3.07  -0.050
C: -3.02 2.46 -2.28  -0.156
C: -3.50 3.48 -1.27  -0.359
C: -4.40 4.55 -1.90  -0.044
C: -2.27 4.08 -0.57  -0.147
C: -1.57 3.00 0.28  -0.391
C: -0.33 2.41 -0.44  -0.064
C: -1.06 3.61 1.61  -0.083
C: -4.66 -0.11 -1.85  -0.176
N: -5.31 0.65 -0.82  0.124
C: -4.63 -1.52 -1.73  -0.298
N: -5.14 -2.26 -0.75  -0.251
S: -4.81 -3.79 -1.06  0.990
N: -3.99 -3.63 -2.46  -0.209
C: -3.98 -2.33 -2.71  -0.327
H: -0.95 -1.34 -2.69  0.070
H: 0.34 -2.50 -2.89  0.067
H: -1.23 -3.08 -2.36  0.066
H: -0.68 -3.54 -4.81  0.100
H: -0.58 -1.84 -5.07  0.091
H: -3.05 -3.54 -4.80  0.102
H: -2.77 -2.14 -5.79  0.104
H: -3.29 0.27 -6.01  0.094
H: -2.70 1.47 -4.83  0.073
H: -1.74 0.07 -5.22  0.076
H: -2.39 1.71 -1.82  0.120
H: -2.38 3.00 -2.98  0.139
H: -4.09 3.02 -0.48  0.114
H: -3.85 5.43 -2.21  0.067
H: -5.13 4.88 -1.16  0.082
H: -4.98 4.11 -2.71  0.073
H: -2.64 4.86 0.09  0.113
H: -1.61 4.48 -1.34  0.120
H: -2.28 2.21 0.53  0.119
H: 0.59 2.58 0.11  0.063
H: -0.43 1.33 -0.54  0.067
H: -0.22 2.87 -1.42  0.071
H: -0.17 4.18 1.36  0.068
H: -1.82 4.24 2.05  0.074
H: -0.78 2.79 2.25  0.063
H: -5.74 0.00 -0.17  0.072
H: -4.58 1.10 -0.28  0.068
C: -0.11 -5.94 -0.05  -0.022
C: 0.46 -5.70 -1.42  -0.499
O: 1.30 -4.86 -1.62  0.047
C: -0.08 -6.56 -2.54  -0.020
H: 0.35 -5.26 0.66  0.043
H: -1.19 -5.77 -0.05  0.085
H: 0.09 -6.97 0.26  0.078
H: -1.16 -6.41 -2.65  0.082
H: 0.11 -7.61 -2.33  0.084
H: 0.41 -6.29 -3.48  0.077
C: 3.79 -6.11 0.78  -0.013
C: 3.48 -7.55 0.46  -0.493
O: 2.44 -8.07 0.82  0.045
C: 4.51 -8.32 -0.33  -0.019
H: 2.97 -5.68 1.35  0.080
H: 4.71 -6.06 1.38  0.086
H: 3.92 -5.55 -0.14  0.086
H: 5.45 -8.36 0.22  0.085
H: 4.67 -7.84 -1.29  0.086
H: 4.16 -9.34 -0.49  0.082
C: 2.13 5.19 4.00  -0.019
C: 1.81 3.72 4.11  -0.478
O: 1.41 3.09 3.15  0.037
C: 2.00 3.08 5.46  -0.013
H: 1.95 5.53 2.98  0.082
H: 1.51 5.76 4.69  0.086
H: 3.18 5.35 4.25  0.074
H: 1.37 3.57 6.20  0.090
H: 3.04 3.16 5.76  0.088
H: 1.73 2.02 5.40  0.073
C: 2.67 0.39 1.95  -0.020
C: 2.79 -1.07 1.60  -0.502
O: 3.33 -1.86 2.36  0.037
C: 2.22 -1.51 0.28  -0.013
H: 3.12 0.57 2.93  0.075
H: 3.19 1.00 1.21  0.091
H: 1.62 0.68 2.00  0.074
H: 2.72 -0.98 -0.53  0.089
H: 1.15 -1.30 0.25  0.082
H: 2.37 -2.58 0.16  0.074
C: 2.92 -10.20 3.09  -0.026
C: 2.71 -11.66 3.44  -0.504
O: 2.46 -12.49 2.59  0.069
C: 2.83 -12.04 4.90  -0.030
H: 2.80 -10.06 2.02  0.057
H: 2.18 -9.59 3.61  0.091
H: 3.92 -9.89 3.39  0.088
H: 2.09 -11.50 5.49  0.083
H: 3.83 -11.80 5.27  0.082
H: 2.67 -13.11 5.01  0.078
C: -1.88 -3.41 3.05  -0.011
C: -0.43 -3.17 2.71  -0.466
O: 0.05 -3.58 1.67  0.049
C: 0.39 -2.40 3.71  -0.003
H: -2.35 -3.97 2.25  0.074
H: -1.95 -3.98 3.98  0.088
H: -2.40 -2.46 3.17  0.086
H: 0.41 -2.93 4.66  0.086
H: -0.04 -1.40 3.86  0.094
H: 1.41 -2.29 3.35  0.050
C: 3.40 -0.57 7.24  -0.023
C: 2.90 -1.89 6.72  -0.504
O: 1.83 -2.34 7.07  0.057
C: 3.78 -2.62 5.74  -0.022
H: 2.67 -0.15 7.93  0.081
H: 4.35 -0.71 7.76  0.084
H: 3.55 0.13 6.41  0.072
H: 4.75 -2.84 6.19  0.086
H: 3.93 -2.00 4.85  0.068
H: 3.30 -3.55 5.44  0.084
C: 3.09 8.94 6.72  -0.021
C: 3.79 7.66 6.33  -0.504
O: 3.32 6.57 6.58  0.050
C: 5.12 7.80 5.62  -0.023
H: 2.15 8.70 7.22  0.082
H: 3.71 9.52 7.39  0.086
H: 2.87 9.53 5.82  0.086
H: 5.83 8.33 6.25  0.086
H: 4.99 8.34 4.69  0.087
H: 5.52 6.81 5.40  0.080
C: -6.27 6.19 -4.95  -0.026
C: -4.83 6.56 -5.22  -0.498
O: -4.06 6.80 -4.32  0.058
C: -4.40 6.62 -6.67  -0.024
H: -6.45 6.19 -3.87  0.075
H: -6.94 6.91 -5.41  0.082
H: -6.48 5.19 -5.34  0.086
H: -5.00 7.36 -7.20  0.087
H: -4.54 5.64 -7.13  0.090
H: -3.36 6.89 -6.73  0.054
C: -0.10 8.35 -8.35  -0.021
C: -0.53 6.95 -8.71  -0.497
O: -1.58 6.49 -8.32  0.066
C: 0.40 6.15 -9.58  -0.024
H: -0.86 8.82 -7.72  0.081
H: 0.85 8.32 -7.80  0.085
H: 0.03 8.95 -9.25  0.085
H: 1.37 6.03 -9.09  0.085
H: 0.55 6.66 -10.54  0.085
H: -0.03 5.17 -9.76  0.081

Its HOMO energy is -7.8407 eV. The calculation puts the frontier orbital gap at 7.7 eV.

[2]
ORCA calculation (ωB97M-V with the def2-TZVPD basis set) on a molecular structure, C50H45BCoO5P2.

Last column: Mulliken spin population.
Element x y z (Å)
Co: -0.89 0.20 -0.94  1.207
C: 1.96 -6.40 0.26  0.000
C: 1.86 -4.93 0.70  0.000
C: 2.74 -4.71 1.95  0.000
C: 2.36 -4.03 -0.42  -0.003
C: 3.54 -4.29 -1.12  0.000
C: 4.00 -3.44 -2.11  0.000
C: 3.28 -2.30 -2.43  -0.004
C: 2.11 -1.99 -1.76  0.021
P: 1.07 -0.54 -2.19  -0.026
C: 0.45 -1.03 -3.84  -0.004
C: 0.21 -0.10 -4.85  0.004
C: -0.37 -0.50 -6.04  -0.003
C: -0.75 -1.82 -6.23  0.004
C: -0.54 -2.75 -5.22  -0.005
C: 0.05 -2.35 -4.03  0.000
C: 2.35 0.72 -2.46  0.001
C: 2.71 1.50 -1.36  0.006
C: 3.71 2.45 -1.46  -0.007
C: 4.36 2.64 -2.67  0.000
C: 4.03 1.86 -3.77  0.000
C: 3.03 0.90 -3.66  0.003
C: 1.69 -2.86 -0.76  -0.013
O: 0.55 -2.48 -0.12  -0.037
C: -0.14 -3.38 0.64  0.005
C: -1.43 -2.99 0.98  0.005
C: -2.19 -3.85 1.75  0.001
C: -1.67 -5.06 2.18  0.000
C: -0.38 -5.41 1.83  -0.002
C: 0.42 -4.58 1.04  -0.004
P: -2.09 -1.37 0.42  0.004
C: -2.59 -0.60 1.99  0.004
C: -3.56 0.40 1.96  -0.001
C: -3.88 1.10 3.11  -0.002
C: -3.22 0.82 4.30  0.003
C: -2.24 -0.17 4.33  -0.001
C: -1.93 -0.87 3.18  0.000
C: -3.65 -1.88 -0.37  0.006
C: -4.85 -2.03 0.30  0.002
C: -5.98 -2.47 -0.38  0.000
C: -5.90 -2.76 -1.74  0.000
C: -4.70 -2.61 -2.41  -0.005
C: -3.58 -2.16 -1.73  -0.016
H: 2.99 -6.67 0.04  0.000
H: 1.35 -6.59 -0.62  0.000
H: 1.63 -7.07 1.06  0.000
H: 3.78 -4.96 1.73  0.000
H: 2.39 -5.34 2.77  0.000
H: 2.69 -3.67 2.27  0.000
H: 4.11 -5.18 -0.88  0.000
H: 4.92 -3.67 -2.63  0.000
H: 3.65 -1.64 -3.21  0.000
H: 0.45 0.94 -4.69  0.002
H: -0.54 0.23 -6.82  0.000
H: -1.20 -2.13 -7.16  0.000
H: -0.84 -3.78 -5.35  0.000
H: 0.22 -3.09 -3.25  0.003
H: 2.19 1.36 -0.42  0.000
H: 3.96 3.05 -0.60  0.000
H: 5.13 3.39 -2.76  0.000
H: 4.54 1.99 -4.71  0.000
H: 2.78 0.30 -4.52  0.000
H: -3.20 -3.58 2.03  0.001
H: -2.26 -5.73 2.78  0.000
H: 0.02 -6.36 2.18  0.000
H: -4.05 0.65 1.03  0.000
H: -4.63 1.88 3.08  0.000
H: -3.46 1.37 5.20  0.000
H: -1.72 -0.39 5.25  0.000
H: -1.17 -1.64 3.22  0.002
H: -4.92 -1.80 1.36  0.000
H: -6.92 -2.57 0.15  0.000
H: -6.78 -3.10 -2.27  0.000
H: -4.64 -2.83 -3.47  0.000
H: -2.65 -2.02 -2.27  0.010
C: 2.72 6.80 2.43  0.000
C: 1.25 6.75 2.89  0.000
C: 1.20 7.18 4.35  0.000
C: 0.43 7.75 2.06  0.000
C: 0.71 5.34 2.68  -0.001
C: 0.23 4.56 3.73  -0.002
C: -0.27 3.27 3.54  0.001
C: -0.26 2.78 2.26  0.016
O: -0.66 1.56 1.79  0.065
B: -0.43 1.58 0.41  -0.326
O: 0.11 2.82 0.04  0.087
C: 0.21 3.55 1.20  -0.019
C: 0.69 4.82 1.38  -0.002
H: 3.13 7.80 2.58  0.000
H: 2.81 6.56 1.37  0.000
H: 3.32 6.09 2.98  0.000
H: 1.61 8.19 4.44  0.000
H: 1.80 6.53 4.99  0.000
H: 0.18 7.20 4.74  0.000
H: 0.80 8.76 2.22  0.000
H: -0.62 7.72 2.36  0.000
H: 0.48 7.53 1.00  0.000
H: 0.23 4.96 4.73  0.000
H: -0.64 2.67 4.36  0.000
H: 1.05 5.38 0.53  -0.001
O: -0.72 1.81 -2.58  0.014
C: -1.95 1.68 -2.62  -0.011
O: -2.57 0.87 -1.87  0.023
H: -2.56 2.26 -3.34  -0.002

The spin multiplicity is 2. As for the expectation value of S²: 1.0173. Its HOMO energy (spin up / spin down) is -7.5750 / -7.5904 eV. The calculation puts the frontier orbital gap (spin up / spin down) at 7.5 / 8.1 eV.

[3]
ORCA calculation (ωB97M-V with the def2-TZVPD basis set) on a molecular structure, C3H3BrCl2O.

Last column: natural (NBO) charge in e.
Element x y z (Å)
C: -0.45 0.56 0.76  0.272
C: -2.07 -0.28 -1.16  -0.249
C: 1.73 0.00 -0.09  -0.308
O: 0.51 0.64 -0.02  -0.470
Cl: -0.22 -0.17 2.32  -0.075
Cl: -2.73 1.22 -1.42  0.089
Br: -3.14 -1.42 -0.14  0.095
H: 1.93 -0.73 0.88  0.211
H: 2.68 0.72 -0.08  0.215
H: 1.76 -0.53 -1.05  0.219

The energy above the lowest of the compared OMol25 structures with the same formula, charge and spin is 139.13 kcal/mol. Its HOMO energy is -8.5710 eV. The calculation puts the frontier orbital gap at 7.8 eV.

no.,F_max (hartree/bohr)
1,0.030
2,0.016
3,0.101